Computed, not measured: a cluster of 2 separate species, C2H10N6 in total, with ωB97M-V/def2-TZVPD.

Bonds (Å) are listed after each position.
Element x y z (Å)
1 C -1.38196 -0.39120 0.04105  N3 1.271, N4 1.366, N5 1.319
2 C -2.94448 1.41485 -0.25961  N3 1.239, H9 1.058, H10 1.121
3 N -2.23052 0.42005 -0.44676  C1 1.271, C2 1.239
4 N -0.30362 0.03933 0.76140  C1 1.366, N6 1.464, H18 0.975
5 N -1.55986 -1.68034 -0.17275  C1 1.319, H11 1.028, H12 1.003
6 N 1.03732 -0.54210 0.67187  N4 1.464, H13 1.045, H14 1.087
7 N 2.27754 0.37433 -0.83983  N8 1.272, H15 1.056
8 N 3.38323 0.73674 -0.32593  N7 1.272, H16 1.015, H17 1.039
9 H -3.41975 1.80994 -1.11817  C2 1.058
10 H -3.44703 1.71602 0.69639  C2 1.121
11 H -1.04812 -2.47332 0.23395  N5 1.028
12 H -2.46979 -1.86580 -0.55163  N5 1.003
13 H 1.27873 -0.32777 1.66609  N6 1.045
14 H 0.82226 -1.55913 0.35575  N6 1.087
15 H 2.49481 -0.43600 -1.48130  N7 1.056
16 H 3.51875 1.65816 0.07664  N8 1.015
17 H 4.22631 0.12933 -0.32716  N8 1.039
18 H -0.23382 0.97691 1.02000  N4 0.975

Calculated values
HOMO-LUMO gap (alpha / beta) in eV: 8.8 / 8.8
Calculated total energy in eV: -11155.5869
LUMO energy (alpha / beta) in eV: -9.00 / -9.00
Multiplicity: 1
Strongest force on any atom in eV/Å: 3.265
Total charge: +2
Energy above the lowest of the compared OMol25 structures with the same formula, charge and spin in eV: 3.213

Here is what natural (NBO) gives for the atomic charges, in e: number 1, C, carries 0.63; number 2, C, carries 0.15; number 3, N, carries -0.41; number 4, N, carries -0.42; number 5, N, carries -0.74; number 6, N, carries -0.54; number 7, N, carries -0.11; number 8, N, carries -0.37; number 9, H, carries 0.22; number 10, H, carries 0.22; number 11, H, carries 0.44; number 12, H, carries 0.44; number 13, H, carries 0.43; number 14, H, carries 0.41; number 15, H, carries 0.39; number 16, H, carries 0.43; number 17, H, carries 0.42; number 18, H, carries 0.41